No. 1
184
Properties=species:S:1:pos:R:3:lowdin_charge:R:1 method="wB97M-V/def2-TZVPD" e_tot_ev=-239638.1237 spin_multiplicity=1 e_lumo_ha=0.02004 orbital_gap_ev=7.94 homo_energy_ev=-7.395
Cu -2.317 -1.537 1.632 0.330
C 0.358 1.435 0.230 0.002
C -0.708 0.330 0.186 -0.670
O -1.315 0.147 1.333 -0.156
O -1.009 -0.274 -0.867 -0.010
H 1.217 0.789 0.488 0.058
H 0.158 2.245 0.923 0.070
H 0.599 1.830 -0.781 0.069
C 6.749 0.442 1.053 0.003
O 6.420 0.922 -0.321 -0.205
P 6.897 0.116 -1.555 0.333
O 6.754 -1.348 -1.606 -0.233
O 6.165 0.872 -2.750 -0.227
C 4.723 0.960 -2.769 -0.051
O 8.388 0.646 -1.754 -0.204
C 8.919 0.258 -3.068 -0.085
H 6.677 -0.614 1.061 0.072
H 5.905 0.911 1.584 0.070
H 7.651 0.847 1.372 0.073
H 4.301 0.054 -2.297 0.081
H 4.359 1.003 -3.815 0.089
H 4.515 1.864 -2.145 0.075
H 9.963 0.370 -2.925 0.068
H 8.473 0.770 -3.940 0.094
H 8.811 -0.852 -3.245 0.099
C -4.543 6.357 -1.452 -0.095
O -3.972 5.519 -2.474 -0.224
P -3.590 3.988 -2.123 0.300
O -4.765 3.171 -1.923 -0.207
O -2.518 3.625 -3.207 -0.210
C -2.919 3.459 -4.588 -0.047
O -2.734 4.210 -0.845 -0.202
C -2.866 3.138 0.177 -0.022
H -3.823 6.769 -0.769 0.077
H -5.346 5.841 -0.880 0.100
H -5.001 7.160 -2.000 0.077
H -2.478 2.611 -4.993 0.054
H -2.641 4.282 -5.239 0.095
H -4.007 3.344 -4.511 0.090
H -2.444 2.240 -0.249 0.078
H -3.903 2.994 0.435 0.080
H -2.384 3.493 1.078 0.077
C 3.232 3.339 -0.531 -0.101
O 3.752 2.646 0.647 -0.209
P 4.551 3.487 1.738 0.393
O 5.082 2.731 2.911 -0.246
O 5.628 4.190 0.824 -0.201
C 6.617 4.857 1.616 -0.095
O 3.562 4.706 2.131 -0.233
C 2.836 4.621 3.356 -0.087
H 2.524 4.130 -0.338 0.081
H 2.629 2.602 -1.109 0.077
H 3.993 3.815 -1.165 0.085
H 7.143 4.191 2.308 0.087
H 6.229 5.665 2.257 0.100
H 7.319 5.153 0.880 0.079
H 3.492 4.046 3.987 0.064
H 1.813 4.215 3.356 0.081
H 2.921 5.698 3.666 0.108
C 2.981 -1.491 -5.825 -0.032
O 1.923 -0.464 -5.936 -0.229
P 0.457 -0.763 -6.454 0.418
O 0.059 -2.178 -6.723 -0.250
O -0.528 0.004 -5.433 -0.248
C -0.547 -0.182 -3.991 -0.060
O 0.371 0.129 -7.788 -0.238
C 0.417 1.581 -7.820 -0.071
H 3.285 -1.591 -4.760 0.078
H 3.880 -1.223 -6.359 0.083
H 2.627 -2.413 -6.184 0.060
H -1.225 0.597 -3.656 0.069
H 0.484 -0.046 -3.643 0.078
H -0.968 -1.207 -3.808 0.100
H -0.648 1.933 -7.859 0.098
H 0.877 1.820 -8.768 0.078
H 0.956 1.946 -6.916 0.085
C 0.965 -5.385 -2.095 -0.027
O -0.082 -4.506 -2.687 -0.259
P -1.522 -5.039 -3.114 0.415
O -2.109 -6.102 -2.221 -0.267
O -2.377 -3.698 -3.148 -0.223
C -3.060 -3.321 -1.839 -0.022
O -1.401 -5.370 -4.700 -0.219
C -0.997 -4.372 -5.638 -0.128
H 1.896 -5.097 -2.604 0.081
H 0.701 -6.374 -2.499 0.086
H 0.969 -5.334 -0.985 0.077
H -3.880 -3.998 -1.513 0.065
H -3.471 -2.321 -2.028 0.097
H -2.322 -3.328 -1.058 0.048
H -0.414 -3.580 -5.182 0.044
H -1.836 -3.868 -6.151 0.100
H -0.366 -4.866 -6.362 0.086
C -4.319 -2.203 5.502 -0.092
O -3.132 -1.862 6.257 -0.222
P -2.190 -0.807 5.452 0.417
O -1.922 -1.068 4.045 -0.212
O -3.095 0.536 5.570 -0.251
C -3.376 1.063 6.906 -0.056
O -1.035 -0.617 6.496 -0.211
C -0.147 0.518 6.414 -0.047
H -4.827 -2.990 6.064 0.088
H -4.091 -2.548 4.479 0.083
H -4.992 -1.309 5.413 0.095
H -3.846 2.036 6.725 0.090
H -2.456 1.116 7.494 0.079
H -4.097 0.441 7.449 0.087
H -0.664 1.333 5.948 0.058
H 0.781 0.235 5.866 0.081
H 0.046 0.697 7.450 0.090
C -5.924 0.216 -1.042 -0.069
O -6.566 -0.206 0.177 -0.228
P -5.821 -1.012 1.349 0.371
O -4.419 -0.617 1.399 -0.218
O -6.596 -0.687 2.672 -0.219
C -8.042 -0.894 2.993 -0.006
O -6.163 -2.560 1.118 -0.220
C -5.633 -3.508 0.113 -0.038
H -6.501 1.012 -1.426 0.063
H -5.944 -0.651 -1.754 0.098
H -4.921 0.593 -0.795 0.080
H -8.004 -0.912 4.055 0.074
H -8.322 -1.868 2.537 0.098
H -8.629 -0.099 2.593 0.077
H -4.586 -3.700 0.265 0.039
H -5.831 -3.102 -0.867 0.080
H -6.099 -4.478 0.275 0.095
C 0.143 -3.755 0.798 -0.099
O -0.312 -4.918 1.490 -0.198
P -1.744 -4.716 2.158 0.417
O -2.473 -3.478 1.635 -0.268
O -2.321 -6.163 2.079 -0.206
C -2.531 -6.910 0.789 0.006
O -1.408 -4.525 3.654 -0.204
C -0.618 -5.461 4.395 -0.044
H 1.175 -3.877 0.466 0.084
H 0.090 -2.870 1.421 0.077
H -0.486 -3.649 -0.066 0.067
H -1.960 -6.341 0.005 0.069
H -3.599 -6.844 0.597 0.087
H -2.206 -7.927 0.912 0.085
H -1.201 -6.302 4.704 0.085
H -0.259 -4.922 5.281 0.104
H 0.131 -5.667 3.674 0.075
N 4.203 -2.377 -0.878 0.015
C 3.538 -1.742 0.151 -0.116
C 2.237 -1.572 -0.239 -0.128
C 2.076 -2.108 -1.556 -0.088
C 3.327 -2.608 -1.895 -0.166
H 5.182 -2.165 -1.098 0.086
H 4.064 -1.409 1.066 0.119
H 1.527 -1.119 0.468 0.079
H 1.157 -2.228 -2.121 0.088
H 3.521 -3.072 -2.849 0.099
N 2.108 4.788 -3.250 0.027
C 0.860 4.390 -3.013 -0.116
C 0.795 3.110 -3.441 -0.119
C 2.027 2.738 -3.894 -0.127
C 2.809 3.813 -3.813 -0.168
H 2.467 5.689 -3.249 0.137
H 0.163 5.070 -2.584 0.117
H -0.085 2.518 -3.274 0.082
H 2.168 1.778 -4.373 0.091
H 3.777 3.999 -4.169 0.113
N 1.169 -0.349 3.542 0.031
C 1.444 -1.498 4.234 -0.156
C 2.735 -1.445 4.638 -0.135
C 3.247 -0.227 4.261 -0.117
C 2.284 0.436 3.497 -0.121
H 0.288 -0.214 3.092 0.096
H 0.720 -2.281 4.194 0.102
H 3.305 -2.199 5.194 0.105
H 4.234 0.248 4.494 0.111
H 2.302 1.329 2.964 0.071
N -2.091 2.135 3.311 0.026
C -0.887 2.653 3.758 -0.128
C -1.218 3.818 4.451 -0.103
C -2.630 3.908 4.456 -0.119
C -3.123 2.858 3.756 -0.171
H -2.194 1.229 2.878 0.100
H 0.077 2.168 3.569 0.091
H -0.582 4.581 4.788 0.070
H -3.091 4.687 5.011 0.082
H -4.114 2.526 3.493 0.124



No. 2
152
Properties=species:S:1:pos:R:3:lowdin_charge:R:1 method="wB97M-V/def2-TZVPD" e_tot_ev=-140111.7430 charge=+2 relative_energy_ev=0.000 spin_multiplicity=1 e_lumo_ha=-0.13492 orbital_gap_ev=8.93 homo_energy_ev=-12.603
O 4.341 7.039 0.105 -0.429
H 3.718 7.689 0.484 -0.120
C 7.817 0.055 -2.019 -0.097
C 7.292 0.976 -3.116 -0.248
C 7.016 2.451 -2.764 -0.239
C 5.757 2.609 -1.864 -0.259
P 5.268 4.223 -1.055 1.074
C 3.506 4.022 -0.639 -0.271
C 3.236 3.092 0.581 -0.228
C 1.701 2.897 0.790 -0.234
C 1.408 2.122 2.120 -0.089
C 5.339 5.461 -2.422 -0.267
C 4.255 5.290 -3.475 -0.265
C 4.541 6.072 -4.741 -0.255
C 3.457 6.088 -5.836 -0.082
C 6.481 4.501 0.297 -0.242
C 7.277 3.308 0.949 -0.202
C 8.608 3.736 1.657 -0.219
C 9.817 4.056 0.689 -0.075
H 8.364 -0.814 -2.383 0.080
H 7.032 -0.367 -1.391 0.068
H 8.445 0.609 -1.321 0.066
H 6.355 0.645 -3.564 0.113
H 8.112 1.100 -3.824 0.112
H 6.821 2.942 -3.717 0.102
H 7.923 2.913 -2.374 0.105
H 5.678 1.782 -1.158 0.088
H 4.878 2.365 -2.461 0.085
H 3.042 3.597 -1.529 0.097
H 3.088 4.978 -0.324 0.050
H 3.774 3.377 1.486 0.098
H 3.556 2.073 0.367 0.105
H 1.315 2.390 -0.094 0.115
H 1.220 3.866 0.924 0.066
H 2.008 1.212 2.074 0.073
H 0.380 1.814 2.309 0.074
H 1.722 2.633 3.030 0.057
H 6.302 5.250 -2.889 0.089
H 5.356 6.505 -2.110 0.072
H 3.300 5.585 -3.041 0.086
H 4.109 4.246 -3.752 0.111
H 5.494 5.712 -5.129 0.114
H 4.712 7.116 -4.476 0.101
H 2.521 6.525 -5.489 0.054
H 3.197 5.114 -6.250 0.078
H 3.875 6.695 -6.639 0.080
H 5.987 5.084 1.075 0.074
H 7.140 5.202 -0.216 0.058
H 7.525 2.615 0.145 0.074
H 6.673 2.728 1.646 0.106
H 8.861 3.088 2.496 0.103
H 8.373 4.630 2.235 0.088
H 10.723 4.330 1.230 0.075
H 9.442 4.844 0.036 0.043
H 10.087 3.297 -0.046 0.066
C -0.658 8.065 -3.800 -0.028
C -0.461 8.636 -2.290 -0.096
N 0.916 8.278 -1.616 -0.200
C 2.002 8.728 -2.662 0.048
C 1.008 9.023 -0.240 -0.121
C 0.996 10.591 -0.261 -0.045
C 1.013 6.771 -1.372 -0.088
C -0.189 6.093 -0.668 -0.222
O -0.447 6.668 0.564 -0.220
C -1.330 5.871 1.477 -0.012
H -0.239 8.780 -4.509 0.076
H -1.736 8.026 -3.954 0.082
H -0.300 7.043 -3.919 0.068
H -1.258 8.230 -1.668 0.111
H -0.486 9.724 -2.236 0.114
H 1.797 9.764 -2.934 0.106
H 1.884 8.072 -3.524 0.073
H 2.975 8.494 -2.230 0.091
H 1.834 8.555 0.296 0.094
H 0.104 8.856 0.346 0.111
H 0.107 11.161 -0.528 0.082
H 1.696 10.948 -1.016 0.064
H 1.277 10.929 0.737 0.070
H 1.925 6.492 -0.843 0.089
H 1.242 6.346 -2.349 0.111
H 0.031 5.028 -0.595 0.117
H -1.071 6.212 -1.297 0.119
H -1.596 6.489 2.335 0.080
H -0.921 4.933 1.852 0.080
H -2.276 5.799 0.940 0.095
C 5.231 12.001 -3.124 -0.098
C 5.884 10.621 -3.278 -0.242
C 6.937 10.093 -2.225 -0.137
C 6.350 9.982 -0.737 -0.062
N 7.289 9.321 0.296 -0.207
C 6.644 9.105 1.642 -0.156
C 7.671 9.027 2.735 -0.137
C 8.941 9.594 2.085 -0.145
C 8.504 10.274 0.760 -0.032
C 7.945 8.015 -0.214 0.034
H 4.702 12.320 -4.022 0.075
H 6.053 12.710 -3.025 0.078
H 4.533 12.031 -2.287 0.068
H 6.310 10.513 -4.275 0.110
H 5.026 9.970 -3.109 0.072
H 7.850 10.682 -2.310 0.109
H 7.209 9.075 -2.505 0.082
H 5.471 9.338 -0.696 0.104
H 6.081 10.928 -0.267 0.122
H 6.034 8.203 1.594 0.098
H 6.027 9.985 1.826 0.096
H 7.787 7.996 3.069 0.112
H 7.404 9.672 3.573 0.123
H 9.685 8.828 1.869 0.102
H 9.438 10.336 2.711 0.124
H 9.206 10.488 -0.046 0.130
H 8.012 11.213 1.015 0.126
H 8.462 8.272 -1.139 0.094
H 7.086 7.357 -0.348 0.070
H 8.693 7.565 0.439 0.097
C -0.168 6.784 8.696 -0.101
C -0.614 7.865 7.656 -0.202
C 0.509 8.228 6.581 -0.155
C 0.916 6.960 5.754 -0.105
N 1.842 7.149 4.525 -0.203
C 2.354 5.782 3.930 -0.061
C 3.687 6.125 3.250 -0.178
C 4.264 7.308 3.979 -0.142
C 3.231 7.750 4.997 -0.075
C 1.392 8.163 3.483 0.037
H -0.028 5.795 8.260 0.060
H -0.840 6.723 9.551 0.074
H 0.804 6.978 9.150 0.072
H -0.723 8.845 8.120 0.105
H -1.561 7.575 7.201 0.105
H 1.430 8.681 6.948 0.111
H 0.005 8.967 5.958 0.105
H 0.008 6.501 5.364 0.131
H 1.491 6.270 6.371 0.118
H 1.564 5.459 3.251 0.118
H 2.525 5.060 4.727 0.131
H 3.460 6.303 2.199 0.071
H 4.236 5.184 3.224 0.111
H 4.560 8.146 3.348 0.097
H 5.120 6.879 4.500 0.127
H 3.211 8.803 5.276 0.132
H 3.402 7.221 5.934 0.129
H 2.009 8.106 2.586 0.091
H 1.333 9.168 3.901 0.104
H 0.393 7.927 3.116 0.090
As 3.972 12.069 2.977 0.894
F 4.727 10.767 3.963 -0.295
F 2.399 11.799 3.825 -0.307
F 3.210 13.358 2.061 -0.259
F 5.496 12.336 2.119 -0.273
F 3.399 10.828 1.739 -0.327
F 4.440 13.213 4.275 -0.271



No. 3
162
Properties=species:S:1:pos:R:3:lowdin_charge:R:1 method="wB97M-V/def2-TZVPD" e_tot_ev=-91426.0775 charge=+1 relative_energy_ev=0.000 spin_multiplicity=1 e_lumo_ha=-0.27753 orbital_gap_ev=2.69 homo_energy_ev=-10.243
In -6.558 13.622 6.156 1.186
C -4.585 15.323 10.512 0.158
C -4.835 15.200 9.115 -0.278
C -3.678 15.631 8.088 -0.267
O -3.892 15.532 6.904 0.072
C -2.505 16.183 8.711 0.169
C -2.350 16.316 10.076 -0.336
C -3.440 15.924 11.009 -0.328
O -3.375 16.072 12.242 0.081
O -1.335 16.912 10.477 0.081
O -5.903 14.769 8.698 -0.007
H -5.425 15.127 11.164 0.137
H -1.671 16.377 8.045 0.143
C 3.944 16.082 9.846 -0.065
C 2.617 16.093 10.586 -0.426
C 2.326 17.381 11.364 -0.213
O 3.194 17.418 12.481 -0.187
C 3.902 18.658 12.613 -0.088
N 1.572 15.810 9.578 0.044
H 4.757 16.144 10.575 0.079
H 4.026 16.941 9.176 0.080
H 4.107 15.167 9.280 0.075
H 2.662 15.287 11.320 0.136
H 1.285 17.289 11.704 0.105
H 2.342 18.286 10.749 0.127
H 3.316 19.551 12.357 0.081
H 4.681 18.663 11.847 0.088
H 4.110 18.742 13.675 0.090
H 0.674 15.745 10.049 0.008
H 1.441 16.569 8.917 0.070
C -4.047 19.715 9.340 -0.032
C -4.096 19.724 10.888 -0.399
C -5.194 18.961 11.603 -0.206
O -6.434 19.598 11.317 -0.172
C -7.526 18.793 11.737 -0.098
N -2.774 19.457 11.525 0.067
H -4.050 18.674 9.000 0.047
H -3.099 20.105 8.968 0.079
H -4.869 20.350 9.022 0.081
H -4.292 20.757 11.197 0.135
H -4.993 18.865 12.673 0.131
H -5.237 17.930 11.213 0.103
H -7.692 17.940 11.074 0.071
H -8.359 19.499 11.720 0.094
H -7.445 18.467 12.778 0.091
H -3.003 18.993 12.400 0.042
H -2.232 18.739 11.053 0.030
C -0.235 13.001 11.172 -0.045
C -1.014 13.528 12.400 -0.431
C -0.832 12.612 13.618 -0.218
O -1.295 11.293 13.580 -0.151
C -2.709 11.249 13.512 -0.102
N -0.607 14.904 12.685 0.084
H -0.591 13.548 10.292 0.054
H -0.388 11.947 10.932 0.076
H 0.821 13.193 11.364 0.081
H -2.047 13.599 12.034 0.108
H -1.296 13.267 14.374 0.114
H 0.226 12.636 13.883 0.135
H -3.162 11.778 14.354 0.083
H -2.995 10.200 13.600 0.090
H -3.093 11.597 12.549 0.071
H -1.460 15.443 12.565 0.023
H -0.010 15.336 11.987 0.036
C -11.371 15.495 4.591 -0.056
C -10.048 15.452 5.390 -0.398
C -10.295 14.917 6.805 -0.183
O -9.064 14.712 7.495 -0.263
C -9.229 14.995 8.884 -0.093
N -9.116 14.615 4.603 0.032
H -11.869 14.575 4.301 0.085
H -11.152 16.107 3.713 0.081
H -11.987 16.187 5.179 0.087
H -9.724 16.492 5.445 0.137
H -10.897 14.006 6.733 0.119
H -10.894 15.673 7.318 0.131
H -9.957 14.306 9.325 0.101
H -9.606 16.004 9.069 0.091
H -8.226 14.878 9.287 0.068
H -9.547 13.699 4.478 0.082
H -9.139 14.941 3.639 0.074
C -1.641 18.792 4.296 -0.076
C -1.442 17.856 5.474 -0.319
O -2.077 16.600 5.216 -0.114
H -2.719 18.736 4.100 0.066
H -1.147 18.415 3.401 0.078
H -1.465 19.859 4.410 0.076
H -1.821 18.296 6.403 0.103
H -0.392 17.590 5.641 0.110
H -2.529 16.308 6.036 0.015
C -0.475 18.198 14.958 -0.131
O -1.263 17.990 16.093 -0.183
C -2.663 17.917 15.808 -0.195
C -3.069 16.429 15.809 -0.204
N -4.301 16.240 15.053 -0.049
C -4.821 14.883 15.279 -0.185
C -6.074 14.691 14.396 -0.239
O -7.152 15.482 14.841 -0.167
C -8.272 15.352 13.997 -0.119
H -0.631 17.467 14.148 0.068
H 0.590 18.134 15.170 0.089
H -0.716 19.142 14.451 0.086
H -2.948 18.300 14.823 0.100
H -3.124 18.451 16.635 0.123
H -3.160 16.241 16.880 0.125
H -2.223 15.913 15.337 0.115
H -3.958 16.172 14.099 0.051
H -5.208 14.681 16.277 0.126
H -4.042 14.174 14.973 0.105
H -6.273 13.612 14.407 0.121
H -5.840 14.959 13.359 0.086
H -8.954 16.157 14.267 0.091
H -8.775 14.390 14.134 0.088
H -8.002 15.454 12.939 0.069
C -2.513 12.774 5.877 -0.088
O -3.670 12.639 6.701 -0.260
C -3.353 11.889 7.877 -0.190
C -4.472 11.786 8.910 -0.189
N -5.786 11.575 8.354 -0.068
C -6.929 11.874 9.226 -0.194
C -8.209 11.136 8.820 -0.188
O -8.559 11.692 7.549 -0.278
C -9.917 11.346 7.268 -0.090
H -2.359 11.795 5.411 0.086
H -1.572 13.059 6.347 0.103
H -2.748 13.406 5.022 0.088
H -2.544 12.450 8.357 0.117
H -2.947 10.882 7.737 0.132
H -4.509 12.707 9.493 0.096
H -4.184 10.986 9.605 0.131
H -5.871 10.719 7.823 0.127
H -7.146 12.940 9.284 0.079
H -6.630 11.621 10.251 0.128
H -9.038 11.238 9.520 0.130
H -7.936 10.080 8.718 0.129
H -10.590 12.024 7.807 0.083
H -10.111 10.310 7.538 0.098
H -10.196 11.591 6.242 0.087
C -4.558 11.530 3.562 -0.104
O -5.134 12.786 3.865 -0.313
C -5.049 13.636 2.723 -0.214
C -5.876 14.884 2.932 -0.202
N -5.630 15.437 4.277 -0.055
C -6.485 16.667 4.305 -0.192
C -6.344 17.434 5.618 -0.214
O -7.048 16.715 6.607 -0.235
C -7.251 17.551 7.740 -0.075
H -5.176 10.928 2.893 0.101
H -4.440 10.943 4.475 0.089
H -3.538 11.646 3.186 0.099
H -5.347 13.103 1.812 0.132
H -3.993 13.861 2.522 0.133
H -6.913 14.562 2.812 0.111
H -5.648 15.549 2.094 0.135
H -4.743 15.948 4.280 0.116
H -7.534 16.429 4.129 0.095
H -6.216 17.388 3.522 0.129
H -6.665 18.469 5.462 0.132
H -5.285 17.510 5.894 0.120
H -7.815 17.063 8.531 0.058
H -7.853 18.400 7.401 0.105
H -6.332 17.919 8.207 0.083